Molecular formula: C23H37O15P
Method: DFT, ωB97M-V with the def2-TZVPD basis set

Cartesian coordinates (Å):
C: 1.471 -3.149 7.134
C: 0.481 -2.732 5.870
O: -0.650 -2.054 6.205
O: 0.823 -3.034 4.441
C: 0.609 -1.735 3.766
P: 1.432 -1.583 2.047
O: 0.746 -2.482 0.927
O: 3.107 -2.054 2.179
O: 1.242 0.110 1.544
H: 1.471 -4.301 7.362
H: 1.083 -2.581 8.101
H: 2.542 -2.706 6.913
H: -0.547 -1.524 3.641
H: 1.071 -0.915 4.500
H: 3.652 -1.367 2.684
H: 1.306 0.657 2.404
O: 5.578 -2.541 -2.569
C: 4.386 -2.373 -2.369
O: 3.876 -1.592 -1.372
C: 2.454 -1.713 -1.364
C: 2.087 -2.180 -2.748
C: 3.276 -3.020 -3.139
H: 2.169 -2.435 -0.592
H: 2.004 -0.745 -1.127
H: 1.138 -2.721 -2.782
H: 2.009 -1.318 -3.422
H: 3.168 -4.057 -2.808
H: 3.463 -2.975 -4.214
O: -0.916 0.612 2.350
C: -1.498 1.236 1.477
O: -2.578 2.041 1.696
C: -3.066 2.521 0.444
C: -1.903 2.406 -0.507
C: -1.168 1.197 0.015
H: -3.915 1.901 0.139
H: -3.403 3.556 0.552
H: -2.208 2.314 -1.552
H: -1.262 3.292 -0.418
H: -1.555 0.269 -0.414
H: -0.091 1.281 -0.148
O: -0.078 4.393 -2.645
C: -1.020 5.001 -3.127
O: -2.299 4.936 -2.655
C: -3.155 5.682 -3.519
C: -2.251 6.651 -4.235
C: -0.958 5.883 -4.337
H: -3.648 4.987 -4.208
H: -3.919 6.196 -2.928
H: -2.646 6.974 -5.202
H: -2.100 7.544 -3.616
H: -0.925 5.257 -5.234
H: -0.092 6.547 -4.296
O: -6.069 4.075 0.986
C: -5.798 4.318 2.151
O: -5.108 5.420 2.568
C: -4.879 5.325 3.973
C: -5.932 4.377 4.485
C: -6.127 3.440 3.320
H: -3.864 4.946 4.136
H: -4.965 6.316 4.428
H: -5.643 3.872 5.410
H: -6.863 4.925 4.675
H: -5.422 2.604 3.349
H: -7.156 3.078 3.265
O: 2.561 -6.299 -2.717
C: 3.595 -6.781 -3.152
O: 3.677 -7.525 -4.293
C: 5.009 -8.015 -4.439
C: 5.866 -7.086 -3.618
C: 4.940 -6.686 -2.498
H: 5.044 -9.046 -4.071
H: 5.292 -8.005 -5.495
H: 6.795 -7.548 -3.275
H: 6.127 -6.201 -4.212
H: 4.982 -7.392 -1.663
H: 5.141 -5.668 -2.155

Its gap between HOMO and LUMO is 9.70 eV. Its SMILES is CC(=O)OCP(=O)(O)O.O=C1CCCO1.O=C1CCCO1.O=C1CCCO1.O=C1CCCO1.O=C1CCCO1. The energy relative to the best compared isomer or geometry (same formula, charge and spin) is 401.57 kJ/mol. Its multiplicity is 1. Its total energy is -64451.43718 eV.


Molecular formula: C23H38AlAsF6N5O5P2
Method: DFT, ωB97M-V with the def2-TZVPD basis set

Cartesian coordinates (Å):
Al: -0.428 -0.612 0.534
C: -3.523 3.151 1.026
N: -3.503 2.039 0.063
C: -3.102 2.405 -1.307
P: -3.313 0.484 0.456
O: -2.062 -0.158 -0.114
O: -3.207 0.543 2.070
P: -2.086 -0.196 2.949
O: -0.741 -0.163 2.230
N: -1.984 0.727 4.270
C: -3.203 1.176 4.968
C: -0.821 0.530 5.161
N: -2.596 -1.739 3.010
C: -1.651 -2.768 3.494
C: -3.999 -2.032 3.361
N: -4.584 -0.448 0.112
C: -4.538 -1.503 -0.915
C: -5.921 0.113 0.366
H: -4.161 3.937 0.626
H: -2.521 3.556 1.191
H: -3.938 2.833 1.978
H: -3.732 3.221 -1.654
H: -3.238 1.562 -1.987
H: -2.056 2.716 -1.341
H: -4.032 1.285 4.273
H: -3.001 2.148 5.416
H: -3.490 0.482 5.761
H: 0.051 0.223 4.587
H: -1.030 -0.212 5.934
H: -0.595 1.480 5.642
H: -0.626 -2.498 3.259
H: -1.878 -3.707 2.993
H: -1.743 -2.913 4.572
H: -4.662 -1.255 2.987
H: -4.130 -2.132 4.441
H: -4.278 -2.975 2.892
H: -3.521 -1.858 -1.049
H: -4.924 -1.136 -1.869
H: -5.157 -2.338 -0.589
H: -5.879 0.883 1.138
H: -6.580 -0.682 0.712
H: -6.343 0.554 -0.538
F: -0.747 -2.362 0.239
As: 1.065 -3.158 0.089
F: 0.384 -4.394 -0.820
F: 0.749 -3.971 1.536
F: 1.259 -1.668 1.082
F: 2.700 -3.522 0.026
F: 1.140 -2.148 -1.296
C: 8.137 0.561 -1.237
C: 6.713 0.130 -1.488
C: 6.266 -1.107 -0.992
C: 4.964 -1.590 -1.219
C: 4.086 -0.846 -1.937
C: 4.505 0.421 -2.438
N: 3.694 1.142 -3.216
C: 2.336 0.889 -3.560
C: 2.035 0.939 -4.916
C: 0.762 0.644 -5.368
C: -0.225 0.304 -4.456
C: 0.061 0.311 -3.101
C: 1.330 0.619 -2.622
C: 1.559 0.806 -1.143
O: 2.579 1.272 -0.704
O: 0.572 0.428 -0.363
C: 5.829 0.926 -2.190
C: 6.208 2.296 -2.676
H: 8.709 -0.249 -0.788
H: 8.179 1.416 -0.558
H: 8.631 0.847 -2.166
H: 6.955 -1.712 -0.416
H: 4.673 -2.562 -0.844
H: 3.101 -1.221 -2.179
H: 4.137 1.881 -3.743
H: 2.822 1.178 -5.624
H: 0.549 0.663 -6.429
H: -1.220 0.050 -4.800
H: -0.721 0.098 -2.387
H: 5.407 3.017 -2.505
H: 6.453 2.290 -3.745
H: 7.088 2.664 -2.158

Its gap between HOMO and LUMO (spin up / spin down) is 9.12 / 6.81 eV. As for the net charge: +2. Its multiplicity is 2. Its total energy is -144474.39752 eV.


Molecular formula: C23H38AlBeCaCl2F3Li2N5O18P3
Method: DFT, ωB97M-V with the def2-TZVPD basis set

Cartesian coordinates (Å):
C: 2.175 2.935 1.853
N: 1.992 1.991 0.674
C: 3.111 0.974 0.631
P: 2.529 -0.799 0.102
C: 3.490 -0.551 -1.549
C: 2.847 0.587 -2.542
F: 3.929 0.916 -3.544
N: 3.834 -1.621 1.014
C: 3.301 -2.476 2.145
O: 3.681 -2.270 3.437
F: 2.370 -3.652 1.963
C: 4.642 -2.565 0.152
O: 4.227 -3.718 -0.378
F: 6.074 -2.193 -0.109
O: 1.726 -0.750 1.677
C: 0.270 -0.974 1.434
C: -0.394 -0.435 2.808
O: -1.636 -0.654 3.268
O: 0.478 0.396 3.704
C: -0.232 -0.570 -0.050
C: -1.058 0.778 -0.406
C: -2.275 1.218 0.573
C: -1.918 2.391 1.711
C: -3.012 2.960 2.802
C: -4.541 2.321 2.745
C: -5.720 2.787 3.836
C: -5.008 1.194 1.624
C: -3.826 0.691 0.567
C: -0.625 -1.999 -0.828
C: -2.129 -2.543 -0.514
N: -3.064 -2.069 -1.621
N: -2.066 -4.077 -0.676
N: -2.639 -2.306 0.888
O: 1.069 -0.283 -0.753
H: 2.134 2.378 2.891
H: 3.246 3.427 1.715
H: 1.311 3.759 1.829
H: 1.991 2.624 -0.169
H: 3.507 0.856 1.740
H: 4.006 1.380 -0.008
H: 2.149 -2.141 -0.255
H: 3.531 -1.555 -2.194
H: 4.621 -0.219 -1.357
H: 1.946 0.181 -3.204
H: 2.578 1.603 -2.029
H: 0.081 -2.152 1.478
H: -1.521 0.627 -1.496
H: -0.345 1.729 -0.521
H: -0.806 2.805 1.751
H: -2.684 3.788 3.597
H: -6.758 2.718 3.299
H: -5.455 3.844 4.267
H: -5.676 1.967 4.701
H: -6.091 0.726 1.563
H: -4.143 -0.102 -0.233
H: -0.555 -1.786 -1.985
H: 0.123 -2.868 -0.595
H: -3.056 -2.844 -2.350
H: -4.060 -2.101 -1.258
H: -3.053 -4.414 -0.603
H: -1.629 -4.308 -1.595
H: -2.494 -3.140 1.498
H: -3.686 -2.113 0.898
C: 5.466 0.057 -5.716
O: 4.829 -0.474 -6.877
C: 5.047 0.241 -8.009
O: 5.718 1.257 -8.098
O: 4.388 -0.371 -9.026
C: 4.529 0.276 -10.289
H: 5.225 -0.593 -4.871
H: 6.554 0.066 -5.843
H: 5.093 1.062 -5.496
H: 5.578 0.294 -10.599
H: 4.117 1.290 -10.252
H: 3.962 -0.298 -11.028
Li: -2.758 -4.134 -3.017
C: -8.191 5.603 2.696
Cl: -6.946 4.842 1.699
Cl: -8.986 4.415 3.737
H: -7.728 6.370 3.321
H: -8.939 6.061 2.043
Al: -1.686 1.419 4.230
O: 7.729 -7.065 1.553
P: 6.714 -6.044 1.011
O: 6.918 -4.694 1.717
O: 5.287 -6.551 1.276
O: 6.923 -5.868 -0.502
Be: 4.914 -8.586 1.618
O: -6.742 -0.548 0.081
H: -7.429 -0.717 0.700
Li: 1.014 2.828 -1.823
O: -8.531 5.338 7.433
P: -7.686 4.054 7.454
O: -8.531 2.876 6.943
O: -7.224 3.768 8.893
O: -6.457 4.234 6.548
Ca: 7.014 -0.705 0.482

Its gap between HOMO and LUMO is 1.08 eV. Its multiplicity is 1. Its total energy is -155648.12434 eV.


Molecular formula: C23H38BeN2O5
Method: DFT, ωB97M-V with the def2-TZVPD basis set

Cartesian coordinates (Å):
Be: -16.961 4.876 9.616
C: -15.410 3.925 12.663
C: -16.116 5.245 12.137
O: -15.812 5.473 10.763
H: -15.745 2.935 12.355
H: -15.356 3.888 13.751
H: -14.356 3.798 12.416
H: -15.897 6.087 12.793
H: -17.198 5.113 12.129
C: -17.962 2.919 7.114
C: -18.698 4.256 7.450
O: -17.870 5.075 8.276
H: -18.580 2.192 6.587
H: -17.685 2.289 7.960
H: -17.014 3.077 6.600
H: -19.617 3.918 7.928
H: -19.081 4.754 6.559
N: -16.807 3.468 9.871
C: -15.692 3.040 10.527
C: -15.434 1.765 10.991
C: -16.327 0.725 10.596
C: -17.475 1.115 9.878
C: -17.653 2.467 9.525
H: -14.857 3.714 10.650
H: -14.615 1.546 11.661
H: -16.119 -0.313 10.809
H: -18.225 0.374 9.644
H: -18.556 2.904 9.125
N: -16.171 6.242 9.062
C: -15.264 7.082 9.639
C: -14.351 7.924 8.995
C: -14.206 7.706 7.598
C: -15.147 6.873 6.980
C: -16.146 6.240 7.743
H: -15.413 7.236 10.698
H: -13.623 8.547 9.493
H: -13.501 8.358 7.103
H: -15.186 6.762 5.906
H: -16.690 5.562 7.102
C: -20.752 4.312 10.809
C: -19.258 4.123 10.899
O: -18.441 4.750 10.239
C: -18.666 3.052 11.745
H: -21.073 5.236 11.289
H: -21.228 3.371 11.083
H: -20.921 4.610 9.775
H: -19.085 2.054 11.618
H: -18.727 3.235 12.818
H: -17.592 3.025 11.559
C: -13.720 4.605 7.223
C: -14.780 3.867 8.038
O: -15.522 4.491 8.841
C: -14.942 2.346 7.873
H: -14.067 4.655 6.191
H: -12.786 4.042 7.206
H: -13.632 5.631 7.579
H: -15.116 1.933 6.880
H: -15.861 2.090 8.400
H: -14.139 1.764 8.325
C: -18.008 8.407 9.278
C: -17.757 7.243 10.224
O: -17.983 6.109 9.907
C: -17.316 7.546 11.658
H: -18.346 7.868 8.393
H: -17.125 8.973 8.981
H: -18.784 9.066 9.666
H: -16.452 6.966 11.982
H: -18.057 7.284 12.413
H: -17.008 8.574 11.850

Its gap between HOMO and LUMO is 7.16 eV. The energy relative to the best compared isomer or geometry (same formula, charge and spin) is 1751.43 kJ/mol. Its multiplicity is 1. Its total energy is -38061.41227 eV.


Molecular formula: C23H38F4GeN5PdSSi3
Method: DFT, ωB97M-V with the def2-TZVPD basis set

Cartesian coordinates (Å):
Pd: 0.155 -1.051 -0.602
F: -4.520 -2.887 -4.652
C: -3.269 -2.330 -4.401
F: -2.410 -3.180 -5.034
F: -3.235 -1.178 -5.065
C: -3.004 -2.265 -2.923
C: -3.979 -2.847 -2.071
C: -3.678 -2.967 -0.734
C: -2.438 -2.556 -0.233
N: -1.561 -1.894 -1.082
C: -1.735 -1.848 -2.406
S: -0.463 -1.063 -3.280
H: -4.939 -3.180 -2.442
H: -4.484 -3.408 -0.034
H: -2.125 -2.632 0.853
N: 5.871 0.388 -2.991
C: 4.709 -0.123 -2.577
N: 4.075 -1.021 -3.338
N: 4.300 0.313 -1.380
C: 3.113 -0.038 -1.008
N: 2.067 -0.204 -0.421
H: 6.198 0.200 -3.925
H: 6.491 0.905 -2.388
H: 4.402 -1.266 -4.254
H: 3.168 -1.441 -3.032
C: 1.077 4.090 2.261
Si: 1.528 2.554 1.305
C: 2.263 3.223 -0.312
C: 2.674 1.433 2.332
Ge: -0.296 1.115 0.889
Si: -1.535 0.726 3.000
C: -0.805 -0.977 3.416
C: -3.391 0.849 2.769
C: -1.121 1.919 4.408
Si: -1.602 2.531 -0.512
C: -0.514 3.101 -2.027
C: -2.128 4.059 0.466
C: -3.120 1.425 -0.896
H: 2.064 4.509 2.536
H: 0.402 3.943 3.065
H: 0.605 4.857 1.575
H: 1.717 4.133 -0.668
H: 2.218 2.461 -1.120
H: 3.320 3.490 -0.120
H: 3.640 1.905 2.365
H: 2.738 0.445 1.842
H: 2.284 1.355 3.369
H: -0.812 -1.684 2.545
H: -1.347 -1.451 4.219
H: 0.254 -0.767 3.689
H: -3.825 0.803 3.716
H: -3.731 -0.079 2.273
H: -3.773 1.772 2.294
H: -0.003 1.824 4.654
H: -1.672 1.604 5.283
H: -1.409 2.985 4.199
H: -0.282 4.150 -1.780
H: -1.062 3.093 -2.988
H: 0.357 2.460 -2.057
H: -1.478 4.903 0.344
H: -2.256 3.917 1.530
H: -3.079 4.387 0.106
H: -2.725 0.412 -0.994
H: -3.537 1.662 -1.888
H: -3.906 1.349 -0.140
F: 2.727 -6.407 1.212
C: 2.330 -5.182 0.740
C: 2.217 -4.098 1.608
C: 1.588 -2.988 1.181
C: 1.004 -2.916 -0.102
C: 1.157 -3.967 -0.957
C: 1.794 -5.121 -0.518
H: 2.575 -4.134 2.644
H: 1.509 -2.125 1.860
H: 0.820 -3.983 -1.995
H: 1.838 -5.992 -1.197

Its gap between HOMO and LUMO (spin up / spin down) is 6.32 / 4.43 eV. As for the net charge: +2. The energy relative to the best compared isomer or geometry (same formula, charge and spin) is 57.52 kJ/mol. Its multiplicity is 6. Its total energy is -137234.35590 eV.


Molecular formula: C23H38Ge2HoN3O5
Method: DFT, ωB97M-V with the def2-TZVPD basis set

Cartesian coordinates (Å):
Ho: -0.147 -2.856 3.933
N: -0.461 -2.650 1.240
C: -0.736 -4.096 0.954
C: -0.002 -4.873 2.026
O: -0.636 -4.807 3.177
N: 1.153 -5.349 1.870
C: 1.762 -5.878 3.081
C: 2.156 -4.883 4.132
O: 2.739 -5.224 5.169
O: 1.895 -3.640 3.836
H: -1.131 -2.091 0.674
H: 0.451 -2.418 0.882
H: -0.450 -4.408 -0.057
H: -1.804 -4.215 1.091
H: 2.658 -6.453 2.870
H: 1.103 -6.595 3.562
C: 1.952 0.310 0.610
C: 2.788 1.122 -0.403
Ge: 1.823 1.117 -2.141
C: 2.132 -0.646 -2.876
C: 3.555 -0.756 -3.469
C: 1.701 2.617 -3.412
C: 0.399 2.932 -3.531
Ge: -0.475 1.948 -1.974
C: -1.981 0.869 -2.531
C: -3.092 1.694 -3.204
C: -0.882 3.004 -0.392
C: -2.311 3.022 0.166
C: -0.315 3.720 -4.528
C: 0.197 3.897 -5.795
C: -0.507 4.595 -6.748
C: -1.713 5.129 -6.405
C: -2.232 5.040 -5.095
C: -1.508 4.382 -4.135
H: 2.373 0.144 1.578
H: 1.727 -0.669 0.155
H: 0.959 0.729 0.898
H: 3.818 0.654 -0.480
H: 2.922 2.119 -0.101
H: 1.307 -0.804 -3.615
H: 2.043 -1.363 -2.025
H: 3.739 -0.020 -4.294
H: 3.721 -1.784 -3.814
H: 4.355 -0.588 -2.725
H: 2.516 2.995 -4.007
H: -2.386 0.433 -1.609
H: -1.684 0.037 -3.174
H: -3.162 2.733 -2.882
H: -4.052 1.165 -2.987
H: -2.827 1.716 -4.237
H: -0.522 4.031 -0.503
H: -0.177 2.675 0.389
H: -3.036 3.520 -0.514
H: -2.460 3.576 1.099
H: -2.773 2.035 0.359
H: 1.150 3.448 -6.028
H: -0.154 4.655 -7.805
H: -2.289 5.610 -7.149
H: -3.154 5.562 -4.899
H: -1.800 4.257 -3.103
N: 0.348 -2.791 6.653
C: -0.094 -1.507 7.296
C: -1.577 -1.231 6.805
C: -1.539 -1.191 5.323
O: -0.562 -0.628 4.692
O: -2.193 -2.091 4.681
H: -0.082 -3.499 7.178
H: 1.320 -2.861 6.520
H: 0.592 -0.700 7.049
H: -0.159 -1.565 8.376
H: -1.997 -0.339 7.223
H: -2.293 -2.025 7.099

Its gap between HOMO and LUMO (spin up / spin down) is 8.36 / 8.37 eV. The energy relative to the best compared isomer or geometry (same formula, charge and spin) is 0.00 kJ/mol. Its multiplicity is 5. Its total energy is -178007.85218 eV.


- What is the multiplicity in the first record?
  1


- Which formula does entry 3 have?
  C23H38AlBeCaCl2F3Li2N5O18P3